Record 1
ORCA calculation (wB97M-V/def2-TZVPD) on a molecular structure, C42H35AsKN3O7S2 in a non-equilibrium geometry.

The geometry in XYZ format:
```
91
Properties=species:S:1:pos:R:3:lowdin_charge:R:1
O -0.192 3.428 4.436 -0.06
C -4.623 0.429 -2.762 -0.03
H -2.013 3.891 3.970 0.08
H -2.640 4.352 5.578 0.10
C -2.886 3.795 3.337 0.01
C -4.391 4.929 5.001 -0.49
O -5.423 5.500 5.289 0.07
H 3.139 -5.863 -2.256 0.09
H 0.897 5.651 3.696 0.11
H 3.034 -1.831 -3.171 0.09
C 0.384 2.913 3.460 -0.68
C -4.144 4.292 3.693 -0.13
H 3.676 -1.578 0.118 0.10
H 1.200 -4.799 -1.174 0.10
O 2.220 2.095 -0.733 -0.31
C 3.563 -2.518 -0.413 -0.13
C -2.707 -3.923 -2.118 -0.12
H -6.160 4.567 3.051 0.11
C 2.031 -4.227 2.366 -0.13
H 2.942 5.977 -0.087 0.10
C 3.259 -4.913 -1.748 -0.10
C 1.887 -0.271 -4.049 -0.31
O 3.075 3.913 -1.719 0.00
N 1.403 3.370 1.317 0.09
C 1.248 5.247 2.757 -0.01
C 0.279 -3.570 4.406 -0.15
C 4.244 -0.112 -3.621 -0.24
C -1.637 -3.250 -2.688 -0.12
H 5.353 -4.774 -2.182 0.09
H -0.401 -3.286 5.200 0.08
C -2.723 -4.160 -0.755 -0.10
C 3.142 -1.102 -3.975 -0.26
C 0.988 -3.357 2.093 -0.41
As 0.840 -2.213 0.510 1.28
C 1.022 3.903 2.461 -0.18
C -2.692 3.176 2.128 0.04
C -0.607 -3.031 -0.517 -0.37
H -5.687 0.471 -2.575 0.10
C -3.730 1.031 -1.860 -0.26
H 2.738 -4.489 1.583 0.08
H 0.984 -0.871 -4.109 0.06
S -1.201 -1.951 2.789 0.48
H -4.790 -0.656 -4.600 0.10
C 4.504 -4.307 -1.700 -0.12
H -2.314 -0.724 -4.924 0.10
O 0.539 1.715 3.185 -0.10
C 2.372 5.437 0.655 -0.01
C -4.121 -0.198 -3.881 -0.08
N -3.438 2.382 0.057 0.13
H 4.452 0.519 -4.491 0.10
C -1.672 -3.730 0.038 -0.12
N -2.407 1.002 -2.054 0.15
C 2.069 4.097 0.437 -0.18
H 5.631 -2.639 -0.976 0.10
C 1.330 -4.427 4.651 -0.14
H 2.125 7.071 2.031 0.09
C -1.939 0.374 -3.106 -0.12
C 4.655 -3.107 -1.024 -0.11
C -5.194 4.166 2.776 -0.03
C -0.606 -2.796 -1.889 -0.13
C -5.011 3.534 1.567 -0.02
C -4.216 1.668 -0.658 -0.08
H -1.715 2.788 1.881 0.11
H 0.216 -2.232 -2.310 0.07
H 3.368 -1.639 -4.903 0.10
H -3.558 -4.684 -0.307 0.09
C 2.171 -4.313 -1.136 -0.11
C 3.723 0.739 -2.476 -0.27
C 2.205 -4.772 3.630 -0.15
H -5.830 3.458 0.862 0.10
C 1.929 6.021 1.833 -0.08
H -3.522 -4.265 -2.743 0.09
C 2.302 -3.100 -0.467 -0.39
K 0.826 0.939 0.811 0.72
H -5.261 1.438 -0.390 0.13
H -0.862 0.356 -3.184 0.08
C -3.752 2.999 1.228 -0.26
C 0.095 -3.019 3.133 -0.81
H 3.031 -5.444 3.827 0.08
H 5.167 -0.629 -3.345 0.10
S 1.876 0.734 -2.441 0.94
H 1.483 -4.826 5.648 0.08
H -1.692 -3.911 1.106 0.05
H -1.621 -3.073 -3.757 0.09
C 2.500 3.325 -0.800 -0.61
O 1.477 -0.306 -1.469 -0.65
H 4.003 0.353 -1.502 0.09
O -3.406 4.846 5.916 0.12
H 1.917 0.447 -4.868 0.08
C -2.744 -0.237 -4.062 -0.06
H 4.014 1.784 -2.540 0.07
```

ΔE to the lowest compared entry with this formula, charge and spin	111.0	kJ/mol
total energy	-5944.6676	hartree
charge	-2
HOMO-LUMO gap	4.7734	eV



Record 2
ORCA calculation (wB97M-V/def2-TZVPD) on a molecular structure, C42H35Cl2CsN4O7 in a non-equilibrium geometry.

The geometry in XYZ format:
```
91
Properties=species:S:1:pos:R:3:lowdin_charge:R:1
O -3.602 -1.515 -0.818 0.00
H 3.328 1.718 -4.218 0.09
C -2.339 0.884 4.342 -0.14
H 0.167 7.827 -1.128 0.07
C -0.045 6.764 -1.100 -0.17
N -5.171 1.127 -2.381 0.07
N 5.954 1.224 -0.616 0.10
C -1.200 4.267 1.392 -0.13
H 1.977 0.110 2.414 0.11
C 3.703 4.021 0.258 -0.06
C 3.814 0.204 1.289 -0.36
H -0.834 -2.963 -0.607 -0.01
Cl -3.958 3.518 -1.267 0.79
C -2.627 -1.227 -1.502 -0.78
C 5.023 2.246 -0.696 -0.21
C 3.203 4.343 -0.993 -0.05
H -2.097 -1.030 -3.582 0.11
C -5.720 0.236 1.189 -0.12
C -6.768 -1.408 -4.518 -0.12
O 5.052 1.913 -3.069 -0.13
H 6.355 0.987 -1.516 0.15
C -0.670 3.970 -1.049 -0.47
H -2.662 0.463 -2.815 0.11
H -4.143 3.200 1.506 0.09
H -6.158 -0.562 1.770 0.10
C 3.646 3.649 -2.107 0.00
C -2.974 -0.961 5.758 -0.10
H 5.332 -1.694 4.382 0.09
C 4.938 -1.141 3.539 -0.11
H 3.268 3.902 -3.088 0.12
O -0.312 -3.634 -0.126 -0.10
C -5.712 -2.269 -4.768 -0.11
H -3.271 2.747 4.779 0.10
C -5.311 -0.038 -3.181 -0.26
H -1.575 -1.090 4.133 0.11
H 7.148 -0.094 0.411 0.12
O -1.423 -1.357 -1.218 -0.37
H -2.898 -2.009 6.021 0.09
C 3.568 -0.790 3.514 -0.07
H 3.369 4.572 1.124 0.11
H -5.068 1.359 2.890 0.09
C 6.152 0.345 0.410 -0.02
H 0.153 -3.112 0.533 0.01
N -1.925 2.572 2.754 0.01
O 3.306 0.613 0.236 0.06
H -7.377 0.374 -3.494 0.11
H 2.941 -1.056 4.357 0.11
H 3.566 0.469 -2.973 0.10
C -2.239 -0.457 4.703 -0.03
C -3.913 1.209 6.135 -0.11
H -0.619 6.758 0.956 0.09
H -5.872 -3.154 -5.368 0.09
H 6.813 -1.013 2.537 0.10
C 4.559 2.620 -1.969 -0.22
C 0.125 5.975 -2.238 -0.17
Cs -1.016 0.657 0.234 1.61
H -4.452 1.762 -2.717 0.08
H 2.455 5.113 -1.104 0.09
C -4.459 -1.993 -4.260 -0.04
H -3.646 -2.675 -4.463 0.11
C 3.028 -0.146 2.446 0.02
O -1.002 2.759 -1.097 -0.42
C -5.121 1.313 1.813 -0.08
C -0.168 4.638 -2.211 -0.06
C -3.190 1.711 5.070 -0.06
C -6.561 -0.297 -3.726 -0.09
C -4.636 2.235 -0.332 -0.57
C 5.755 -0.769 2.516 -0.08
C -4.601 2.339 1.043 -0.12
C -0.786 4.801 0.130 -0.17
H -4.562 1.864 6.704 0.09
H -0.041 4.031 -3.099 0.10
H 0.487 6.434 -3.154 0.08
H -4.401 -0.522 7.303 0.08
C 5.268 -0.028 1.402 -0.15
C -2.868 -0.600 -2.943 -0.04
H -7.749 -1.606 -4.930 0.09
H 4.984 2.728 1.386 0.12
C -5.194 1.131 -1.004 -0.29
C -4.217 -0.862 -3.480 -0.17
Cl -6.620 -1.197 -0.842 0.77
C 4.074 1.108 -3.701 -0.07
C -5.776 0.154 -0.191 -0.58
C 4.609 2.990 0.408 -0.02
H 4.609 0.498 -4.430 0.08
C -0.490 6.162 0.058 -0.10
O -0.613 0.680 2.722 -0.34
C -3.813 -0.129 6.482 -0.13
N -1.416 3.029 1.611 -0.14
C -1.541 1.379 3.181 -0.60
H -1.304 5.000 2.208 0.11
```

ΔE to the lowest compared entry with this formula, charge and spin	245.0	kJ/mol
total energy	-3307.7530	hartree
charge	-2
HOMO-LUMO gap	4.4717	eV